# 1
Formula: C4H2N2S
Source: the Open Molecules 2025 dataset
Level of theory: ωB97M-V/def2-TZVPD

The geometry in ORCA input format:
```
! RIJCOSX wB97M-V def2-TZVPD def2/J DEFGRID3
* xyz 0 1
C 1.641 -0.401 0.809
C -1.651 -0.130 -0.165
C 0.661 0.387 0.274
C -0.359 -0.128 -0.742
N 2.342 -1.133 1.250
N -2.559 -0.177 0.496
S 0.601 1.978 0.795
H -0.152 -1.057 -1.233
H -0.524 0.662 -1.484
*
```

HOMO-LUMO gap in Eh: 0.291
LUMO level in eV: -2.28

For each atom in turn, the natural (NBO) charge in e is: atom 1 (C): 0.1748, atom 2 (C): 0.2706, atom 3 (C): -0.1586, atom 4 (C): -0.5623, atom 5 (N): -0.1998, atom 6 (N): -0.2737, atom 7 (S): 0.1930, atom 8 (H): 0.2718, atom 9 (H): 0.2842

=====

# 2
Formula: C4H2N4
Source: the Open Molecules 2025 dataset
Level of theory: ωB97M-V/def2-TZVPD

The geometry in ORCA input format:
```
! RIJCOSX wB97M-V def2-TZVPD def2/J DEFGRID3
* xyz 0 1
C 2.204 -0.227 -0.302
C -1.097 0.195 0.186
C -1.859 1.372 -0.041
C -1.641 -1.042 0.592
H 2.530 0.882 -0.049
H 3.074 -0.977 -0.452
N 0.976 -0.729 -0.222
N 0.171 0.374 -0.049
N -2.404 2.324 -0.467
N -1.956 -2.172 0.803
*
```

HOMO-LUMO gap in Eh: 0.325
LUMO level in eV: -1.90

For each atom in turn, the natural (NBO) charge in e is: atom 1 (C): -0.0011, atom 2 (C): 0.0122, atom 3 (C): 0.2421, atom 4 (C): 0.2152, atom 5 (H): 0.2045, atom 6 (H): 0.1993, atom 7 (N): -0.2869, atom 8 (N): -0.1604, atom 9 (N): -0.2231, atom 10 (N): -0.2018

=====

# 3
Formula: C4H2N8
Source: the Open Molecules 2025 dataset
Level of theory: ωB97M-V/def2-TZVPD

The geometry in ORCA input format:
```
! RIJCOSX wB97M-V def2-TZVPD def2/J DEFGRID3
* xyz 0 1
N 2.305 -1.407 -3.024
N -3.931 -0.677 0.898
N 0.021 -0.588 -2.373
N -1.830 0.360 1.780
N 1.447 0.160 -0.605
N -0.834 0.033 -0.361
N 1.137 -1.017 -2.840
N -3.004 -0.187 1.431
C 0.240 -0.142 -1.118
C 1.601 0.546 0.612
C -0.741 0.463 0.877
C 0.470 0.634 1.387
H 2.657 0.831 0.888
H 0.462 0.992 2.447
*
```

HOMO-LUMO gap in Eh: 0.326
LUMO level in eV: -0.38

For each atom in turn, the natural (NBO) charge in e is: atom 1 (N): 0.0457, atom 2 (N): 0.0678, atom 3 (N): -0.2958, atom 4 (N): -0.3852, atom 5 (N): -0.5004, atom 6 (N): -0.4728, atom 7 (N): 0.2149, atom 8 (N): 0.2367, atom 9 (C): 0.4985, atom 10 (C): 0.0989, atom 11 (C): 0.3539, atom 12 (C): -0.3128, atom 13 (H): 0.2163, atom 14 (H): 0.2342

=====

# 4
Formula: C4H2O2
Source: the Open Molecules 2025 dataset
Level of theory: ωB97M-V/def2-TZVPD

The geometry in ORCA input format:
```
! RIJCOSX wB97M-V def2-TZVPD def2/J DEFGRID3
* xyz 0 1
O 1.542 -0.893 0.608
C 0.922 0.099 0.894
C -1.411 0.831 0.977
C -0.420 0.373 0.259
C -0.567 -0.113 -1.171
O -1.449 0.201 -1.920
H 1.313 0.865 1.582
H 0.263 -0.788 -1.449
*
```

HOMO-LUMO gap in Eh: 0.336
LUMO level in eV: -1.64

For each atom in turn, the natural (NBO) charge in e is: atom 1 (O): -0.4777, atom 2 (C): 0.4452, atom 3 (C): 0.4064, atom 4 (C): -0.6652, atom 5 (C): 0.4436, atom 6 (O): -0.4636, atom 7 (H): 0.1505, atom 8 (H): 0.1606

=====

Q: Which value of LUMO level does entry 3 give?
A: -0.38 eV

=====

Q: HOMO-LUMO gap of number 2 (C4H2N4)?
A: 0.325 Eh

=====

Q: Among the records above, which one has the lowest LUMO level?
A: C4H2N2S